[1]
Molecular formula: C5H9N4O
Method: DFT, ωB97M-V with the def2-TZVPD basis set

Properties
Total charge: +1
HOMO energy (eV): -14.88
Gap between HOMO and LUMO (eV): 8.5

XYZ file:
```
19
Properties=species:S:1:pos:R:3:forces:R:3:nbo_charge:R:1
C 1.5264 -0.4793 -0.0743 -3.35 -4.27 -0.67 0.1964
C -2.1269 -0.0599 0.0707 -1.12 -1.03 -0.41 0.4736
C -3.6426 0.2691 -0.0927 0.74 0.20 0.63 -0.6987
C 4.0507 -1.0742 0.1302 -1.73 -0.64 0.50 -0.4116
C -1.4705 1.2290 0.0082 1.76 -1.11 -5.06 0.0841
N 2.9104 1.1243 -0.0203 1.02 0.18 -1.58 -0.0236
N 1.7563 1.5986 -0.2447 0.02 1.92 1.89 -0.0377
N 2.7910 -0.2191 -0.0364 2.29 -0.24 0.72 -0.1680
N 0.8563 0.6518 -0.1299 -2.30 0.03 -0.92 -0.2702
O -1.6157 -1.1288 0.1429 0.15 -0.44 0.14 -0.4452
H 1.0021 -1.5135 -0.2344 1.35 2.19 0.80 0.2738
H -3.9992 -0.1664 -1.0420 0.31 0.57 0.19 0.2868
H -4.2255 -0.2211 0.7190 0.56 0.58 -0.31 0.2896
H -3.6793 1.3919 -0.0378 -0.93 -0.95 -0.24 0.2286
H 4.1559 -1.2105 1.2659 0.28 0.04 -1.98 0.2506
H 3.9260 -2.0460 -0.4535 -0.11 1.25 1.12 0.2447
H 4.8321 -0.5216 -0.3748 0.21 0.21 0.43 0.2543
H -1.4889 1.8739 0.7571 0.42 2.57 3.94 0.2080
H -1.5358 1.8079 -0.9626 0.44 -1.06 0.81 0.2646
```
Positions in Å, forces in eV/Å.


[2]
Molecular formula: C5H9N4O
Method: DFT, ωB97M-V with the def2-TZVPD basis set

Properties
Total charge: +1
HOMO energy (eV): -12.04
Gap between HOMO and LUMO (eV): 7.8

XYZ file:
```
19
Properties=species:S:1:pos:R:3:forces:R:3:nbo_charge:R:1
C -1.6772 -1.3842 -0.4236 -3.27 0.23 -1.39 0.1745
C -2.1557 0.9214 -0.0038 0.96 0.46 -0.15 0.9594
C -2.5671 -0.3151 0.4327 -0.47 -1.62 2.32 -0.7270
C 2.4421 0.3545 -0.1881 1.64 -0.63 1.64 -0.0833
C 0.4927 -0.7982 0.3883 0.93 0.53 0.30 0.1644
N -0.4608 -1.5015 -0.4571 0.29 -0.20 0.09 -0.3400
N 1.7605 -0.8646 -0.3861 -0.86 -0.18 -0.90 -0.5795
N 0.2546 0.6558 0.7033 -1.14 -3.59 0.48 -0.6452
N 1.3000 1.3007 0.0506 0.64 2.62 0.02 -0.3791
O -1.8351 1.8964 -0.4320 -0.71 1.65 -0.83 -0.2839
H -2.4260 -1.8660 -1.1464 1.52 0.17 1.01 0.2197
H -3.7057 -0.4845 0.4961 1.80 0.30 -0.60 0.3410
H -2.1948 -0.2981 1.5001 -0.25 -0.21 -0.72 0.3493
H 3.0684 0.3768 0.7836 -0.92 -0.09 -1.60 0.2133
H 3.0701 0.5120 -1.0909 -0.42 0.69 0.80 0.2386
H 0.5744 -1.4750 1.2736 -0.07 0.77 -0.23 0.2069
H 1.4759 -0.8137 -1.3809 0.15 -0.80 0.65 0.3608
H 1.5658 2.0493 0.7230 0.08 -0.25 -0.98 0.4333
H 1.0179 1.7341 -0.8426 0.11 0.16 0.09 0.3768
```
Positions in Å, forces in eV/Å.


[3]
Molecular formula: C5H9N4O2
Method: DFT, ωB97M-V with the def2-TZVPD basis set

Properties
Total charge: +1
Spin multiplicity: 3
HOMO energy (alpha / beta) (eV): -10.37 / -13.64
Gap between HOMO and LUMO (alpha / beta) (eV): 7.3 / 5.2

XYZ file:
```
20
Properties=species:S:1:pos:R:3:forces:R:3:nbo_charge:R:1
C -0.8988 0.1284 1.1695 1.29 0.02 0.05 0.2966
C 0.6905 1.3925 0.3158 2.21 -3.09 -0.18 0.5220
C 2.5201 -0.3949 0.0344 -1.14 0.24 0.52 0.6272
C -2.1071 -0.3607 0.1898 -1.24 -0.12 -0.14 -0.2859
C 1.1474 0.0139 0.4590 1.48 3.27 -1.27 0.0057
N 0.2132 -0.6794 1.0155 -1.57 -2.78 0.96 -0.5344
N 1.3720 2.3689 -0.2083 0.14 1.18 -0.36 -0.7059
N 2.8229 -1.6752 0.2399 0.29 -0.55 -0.02 -0.7796
N -1.8317 -0.2418 -1.1619 0.30 0.06 0.83 -0.3941
O -0.5224 1.4659 0.8005 -1.77 1.11 0.30 -0.4635
O 3.2463 0.4485 -0.4627 0.57 0.28 -0.35 -0.6317
H -1.3103 0.1109 2.1777 -0.50 0.15 -0.02 0.2385
H -2.2873 -1.3974 0.4777 0.27 0.02 0.01 0.2712
H -2.9555 0.2675 0.4651 0.04 0.15 -0.06 0.2575
H 2.3292 2.1220 -0.5009 -0.34 0.00 0.13 0.4755
H 1.0169 3.3134 -0.2608 0.07 -0.08 0.05 0.4259
H 2.1662 -2.2974 0.6828 0.02 0.09 0.02 0.4193
H 3.7419 -2.0156 -0.0025 -0.10 0.07 0.03 0.4237
H -1.2617 -0.9280 -1.6263 0.14 -0.34 -0.21 0.4188
H -1.9097 0.6551 -1.6078 -0.17 0.32 -0.28 0.4133
```
Positions in Å, forces in eV/Å.


[4]
Molecular formula: C5H9N4P
Method: DFT, ωB97M-V with the def2-TZVPD basis set

Properties
HOMO energy (eV): -6.67
Gap between HOMO and LUMO (eV): 7.5

XYZ file:
```
19
Properties=species:S:1:pos:R:3:forces:R:3:nbo_charge:R:1
N 1.0704 -2.4356 1.3052 -1.84 -0.15 -1.53 -0.6510
C 0.4583 -2.0651 0.2800 2.10 -0.91 2.28 0.4137
C -0.1934 -1.7837 -0.7976 0.32 -0.19 -3.07 -0.4430
C -1.3560 -0.9339 -0.9753 0.58 -1.15 5.76 -0.7148
P -2.0671 -0.4156 0.4782 -0.51 0.15 -2.95 0.9178
N -2.9886 0.8684 -0.2027 -0.83 -0.03 1.16 -1.1570
H 1.7667 -1.8211 1.6833 0.53 0.61 -0.09 0.3671
H 0.2271 -2.0344 -1.8186 0.07 -0.30 1.62 0.2487
H -1.5239 -0.7290 -1.9414 -1.08 1.33 -3.18 0.2066
H -2.9678 0.9717 -1.2056 0.01 -0.06 -0.01 0.3827
H -3.9413 0.8934 0.1561 0.25 0.27 -0.23 0.3758
N 3.0323 0.8684 -0.7550 1.00 -0.44 -0.22 -0.8295
C 1.9480 1.0568 -0.0130 -1.91 0.24 1.17 0.0990
C 0.9357 1.1866 0.6282 0.15 -0.35 1.09 0.0621
N -0.1747 1.2024 1.4290 -0.79 2.38 -1.69 -0.8512
H 3.8969 1.0667 -0.2751 0.11 0.22 -0.31 0.3843
H 2.9508 1.2532 -1.6710 0.30 0.07 -0.55 0.3902
H -0.7595 2.0517 1.3831 0.71 -0.61 -0.19 0.3945
H -0.3140 0.7992 2.3124 0.84 -1.08 0.95 0.4041
```
Positions in Å, forces in eV/Å.


[5]
Molecular formula: C5H9N4S
Method: DFT, ωB97M-V with the def2-TZVPD basis set

Properties
Total charge: -1
HOMO energy (eV): -4.38
Gap between HOMO and LUMO (eV): 7.6

XYZ file:
```
19
Properties=species:S:1:pos:R:3:forces:R:3:nbo_charge:R:1
C -3.2021 -0.3403 0.0264 0.24 2.03 0.21 0.0349
C 0.3232 -1.2322 0.4839 0.95 -0.21 1.97 -0.4844
C 0.3168 0.2612 -1.4517 4.38 0.83 3.05 -0.6479
C 0.3551 1.2389 0.9859 -0.12 -0.30 -2.94 -0.6774
C 0.4198 0.0370 0.0536 -0.29 -0.88 -0.54 0.1372
N -2.5281 1.6656 -0.0116 -0.57 -0.69 -0.25 -0.1845
N -4.3200 0.4231 0.0384 1.12 -1.56 -0.29 -0.3613
N -3.8255 1.6212 -0.0076 -1.12 3.15 0.25 -0.1605
N -2.0841 0.4096 0.0175 -1.74 -1.20 -0.11 -0.4201
S -3.2773 -2.0400 0.1158 0.18 -1.50 -0.09 -0.0039
H 0.3439 -1.5659 1.5723 -0.15 0.97 -1.23 0.1786
H -2.1049 -2.2403 -0.5112 -0.13 -0.07 0.12 0.1268
H 0.2315 -2.1187 -0.1355 0.12 0.35 -0.53 0.1736
H 0.5075 -0.6537 -1.8701 0.94 -2.13 -1.57 0.1910
H 1.0377 1.0499 -1.7159 -0.52 -0.23 -0.46 0.1878
H -0.6418 0.4367 -1.5814 -4.43 1.73 -1.17 0.2430
H -0.7027 1.4581 1.0814 0.33 0.19 0.76 0.2803
H 0.9141 0.8929 1.7632 0.89 -0.44 3.14 0.1997
H 0.8785 2.1163 0.5993 -0.08 -0.03 -0.31 0.1871
```
Positions in Å, forces in eV/Å.


[6]
Molecular formula: C5H9N4S
Method: DFT, ωB97M-V with the def2-TZVPD basis set

Properties
Total charge: +1
HOMO energy (eV): -12.98
Gap between HOMO and LUMO (eV): 9.2

XYZ file:
```
19
Properties=species:S:1:pos:R:3:forces:R:3:nbo_charge:R:1
C 2.1251 2.2277 -0.9604 3.33 0.00 -1.33 0.2243
C -0.6072 -0.7024 -0.0709 2.76 -0.38 -1.63 -0.0249
C -1.6622 -2.8361 0.6121 0.49 -3.88 0.71 -0.0785
C 0.2091 2.1599 0.1058 0.10 2.09 -0.89 -0.1099
C 0.6985 3.4845 0.1974 0.34 -1.22 0.03 -0.0569
N 1.1255 1.4642 -0.6986 -1.98 0.22 1.51 -0.4723
N 1.9743 3.4669 -0.4184 -2.98 -1.97 0.27 -0.5019
N -1.2966 -1.3931 0.7283 -1.37 -0.63 1.49 -0.5458
N -0.7951 -3.7149 -0.1828 -1.15 1.84 -1.80 -0.8464
S 0.5249 -0.5548 -1.1473 -1.82 -0.20 1.28 0.5912
H 3.0511 1.8218 -1.5520 -1.90 1.29 1.31 0.2425
H -1.4687 -3.3840 1.6270 -1.08 2.01 -1.16 0.2214
H -2.7405 -2.9063 0.3103 0.99 0.21 0.37 0.2132
H -0.8042 1.7375 0.3897 1.69 0.65 -0.40 0.2473
H 0.3142 4.4601 0.5859 0.29 -1.43 -0.19 0.2556
H 2.5789 4.2337 -0.3875 1.19 0.99 -0.31 0.4385
H -1.7181 -1.0348 1.6067 0.48 0.29 -0.99 0.4232
H -1.1335 -4.0967 -1.0867 0.14 0.79 1.09 0.3940
H -0.3754 -4.4333 0.3414 0.50 -0.68 0.64 0.3853
```
Positions in Å, forces in eV/Å.


[7]
Molecular formula: C5H9N5
Method: DFT, ωB97M-V with the def2-TZVPD basis set

Properties
Total charge: +2
HOMO energy (eV): -19.10
Gap between HOMO and LUMO (eV): 10.1

XYZ file:
```
19
Properties=species:S:1:pos:R:3:forces:R:3:nbo_charge:R:1
C -1.6476 0.4554 -2.3027 -2.12 2.27 2.74 -0.7029
C -1.1441 -0.3535 -1.2599 2.11 -1.10 1.64 0.4983
N -0.0281 -0.8378 -0.8533 1.11 0.63 0.05 -0.3480
C 1.5546 -0.4452 -0.0981 -0.80 -0.75 -0.96 0.7783
N 2.5050 -0.8736 -0.8615 -1.28 0.64 -0.49 -0.7293
N 1.3617 0.0646 0.9863 -0.32 -0.04 0.86 -0.4746
C 0.2287 0.3830 1.7360 1.34 0.23 -0.68 0.6802
N 0.6200 1.2367 2.6922 -2.95 -0.44 -0.02 -0.6728
N -0.9670 -0.1389 1.3468 2.08 2.13 0.40 -0.5531
C -1.0506 -0.9791 0.0967 -0.93 3.01 0.82 0.0844
H -2.3876 -0.1017 -2.8186 -1.83 -0.02 -0.06 0.3127
H -1.0022 0.6862 -3.0608 2.40 0.82 -1.48 0.2790
H -1.9749 1.4540 -1.6735 0.09 -2.25 -1.99 0.3098
H 3.2797 -1.3524 -0.4895 1.41 -0.40 0.47 0.4685
H 2.3406 -0.8053 -1.8505 0.31 -0.45 -0.36 0.4543
H 1.5948 1.4017 2.8770 0.36 -0.14 -0.36 0.4648
H -0.0311 1.7479 3.3019 0.25 -0.55 -0.32 0.4505
H -1.7943 0.2878 1.7603 -0.14 -0.50 -0.11 0.4588
H -1.4578 -1.8298 0.4713 -1.08 -3.09 -0.14 0.2410
```
Positions in Å, forces in eV/Å.


[8]
Molecular formula: C5H9N5O
Method: DFT, ωB97M-V with the def2-TZVPD basis set

Properties
HOMO energy (eV): -9.43
Gap between HOMO and LUMO (eV): 9.7

XYZ file:
```
20
Properties=species:S:1:pos:R:3:forces:R:3:nbo_charge:R:1
N -1.0327 -1.2275 -2.8761 1.30 -2.63 2.44 -0.6258
N -0.2534 -0.5264 -1.9274 -0.80 -0.26 -0.67 -0.2501
C 0.1480 -0.9097 -0.7776 0.92 4.02 -0.73 -0.0279
C 0.8931 0.3224 0.0977 0.47 0.23 0.37 0.5426
O 1.3516 -0.0402 1.1493 -0.23 -0.17 -0.18 -0.5288
C 1.1780 1.9339 -0.1984 -2.11 -4.04 -1.76 0.0683
C 1.8497 2.8855 0.4782 -0.11 1.63 0.03 -0.3448
C 1.7208 4.0346 -0.4270 1.40 -0.28 2.81 -0.0329
N 1.0522 3.7830 -1.4876 -1.16 -1.62 -1.42 -0.2517
N 0.7002 2.4666 -1.3575 -0.87 -0.22 -1.84 -0.3718
H -0.8381 -0.8763 -3.8012 0.17 -0.07 0.06 0.3785
H -0.9435 -2.3225 -2.7885 -0.20 2.81 -0.46 0.3505
H 0.1822 -1.8453 -0.2461 -0.30 -0.45 0.03 0.1985
H 2.1789 2.8610 1.5185 0.20 -0.06 -0.70 0.2486
H 2.1453 5.0151 -0.2698 -0.08 0.01 0.03 0.2062
H 0.1448 1.9676 -2.1324 1.41 1.09 1.98 0.4403
N -2.6892 -4.4090 3.5013 5.33 -1.38 -1.54 -1.0560
H -3.2241 -3.6936 3.7969 -2.07 3.09 1.29 0.3483
H -2.9241 -5.2121 4.0085 -0.45 -1.37 0.83 0.3514
H -1.6398 -4.2070 3.7391 -2.80 -0.33 -0.58 0.3565
```
Positions in Å, forces in eV/Å.


[9]
Molecular formula: C5H9NO
Method: DFT, ωB97M-V with the def2-TZVPD basis set

Properties
HOMO energy (eV): -10.56
Gap between HOMO and LUMO (eV): 11.1

XYZ file:
```
16
Properties=species:S:1:pos:R:3:forces:R:3:nbo_charge:R:1
C 1.8666 -0.0743 0.1722 0.05 0.02 0.11 -0.6400
C 0.4540 -0.2182 0.6913 0.19 -0.48 -0.01 0.1414
O 0.0726 0.7591 1.6205 0.35 0.27 0.22 -0.7055
C -0.6317 -0.3296 -0.4160 -0.07 -0.47 0.16 -0.3638
C -1.9700 0.4191 -0.2500 0.06 -0.13 0.11 -0.5881
C -0.1362 -0.2780 -1.8071 0.30 -0.05 -0.58 0.2928
N 0.2350 -0.2775 -2.9047 -0.42 0.07 1.21 -0.3336
H 2.0681 -0.8560 -0.5688 0.08 0.16 0.16 0.2299
H 2.5311 -0.2224 1.0283 0.22 0.12 -0.21 0.2069
H 2.0421 0.9030 -0.2858 -0.03 -0.10 0.07 0.2250
H 0.4116 -1.2272 1.1891 0.21 0.86 0.00 0.1368
H 0.7253 0.6804 2.3251 -0.16 0.34 0.21 0.4700
H -0.7502 -1.3658 -0.1101 -1.31 -0.46 -1.57 0.2560
H -2.7069 0.0093 -0.9523 0.23 0.05 0.15 0.2206
H -1.9230 1.5013 -0.4172 0.31 -0.29 0.03 0.2246
H -2.3327 0.2505 0.7642 -0.02 0.08 -0.07 0.2269
```
Positions in Å, forces in eV/Å.


[10]
Molecular formula: C5H9NO
Method: DFT, ωB97M-V with the def2-TZVPD basis set

Properties
HOMO energy (eV): -9.44
Gap between HOMO and LUMO (eV): 10.3

XYZ file:
```
16
Properties=species:S:1:pos:R:3:forces:R:3:nbo_charge:R:1
C 0.3040 -1.0548 1.3716 -0.03 0.02 0.01 -0.6161
C 0.5423 -1.1178 -0.1156 0.15 0.12 0.14 -0.0871
C -0.5030 -0.7361 -1.0953 -0.12 0.25 -0.07 -0.2779
N -0.1928 -2.1438 -0.8491 0.08 -0.23 -0.15 -0.5919
H -0.7513 -1.2419 1.5928 0.13 0.02 -0.04 0.2153
H 0.8987 -1.8129 1.8921 -0.07 0.09 -0.08 0.2144
H 0.5797 -0.0721 1.7697 -0.04 -0.14 -0.04 0.2123
H 1.5704 -0.9276 -0.4269 -0.18 -0.04 0.03 0.1961
H -0.1934 -0.2830 -2.0365 -0.05 -0.10 0.16 0.1957
H -1.4844 -0.4253 -0.7402 0.16 -0.06 -0.03 0.1902
H 0.3671 -2.5203 -1.6084 -0.06 0.04 0.09 0.3510
C -0.7520 2.6123 0.0302 0.09 -0.03 -0.01 -0.7961
C 0.5120 2.2591 0.0798 0.71 -0.18 0.02 0.7298
O 1.6379 1.9506 0.1272 -1.06 0.32 -0.04 -0.4658
H -1.4837 1.9188 -0.3639 0.16 0.07 0.06 0.2641
H -1.0514 3.5947 0.3727 0.12 -0.14 -0.03 0.2659
```
Positions in Å, forces in eV/Å.


[11]
Molecular formula: C5H9NO
Method: DFT, ωB97M-V with the def2-TZVPD basis set

Properties
HOMO energy (eV): -8.09
Gap between HOMO and LUMO (eV): 9.1

XYZ file:
```
16
Properties=species:S:1:pos:R:3:forces:R:3:nbo_charge:R:1
C 1.4307 1.0324 -0.3348 -0.69 -1.44 -0.02 -0.6369
C 0.2278 0.8436 2.2217 -0.84 0.21 2.76 -0.0279
N -0.4576 0.2819 1.2585 0.80 1.41 0.41 -0.6065
C 0.4522 -0.1711 0.2483 1.10 0.86 -1.52 -0.0725
C -0.3747 -0.6376 -0.9012 0.27 -0.43 -0.53 0.0400
C -1.7019 -1.2152 -0.7357 -0.15 -0.30 0.04 -0.1109
O -1.5428 0.1280 -1.1860 0.09 0.14 -0.15 -0.4986
H 2.0164 0.4858 -1.0774 0.10 0.30 -0.24 0.2024
H 2.1701 1.5497 0.3090 -0.80 -0.63 0.28 0.2305
H 0.8346 1.8024 -0.8523 0.06 -0.40 0.25 0.2200
H 1.0213 0.1193 2.4552 0.75 0.19 -0.22 0.0695
H -1.1808 0.9020 0.9247 -0.33 -0.18 -0.51 0.3965
H 1.0825 -0.9803 0.6560 -0.31 0.30 -0.20 0.2213
H 0.2190 -0.9124 -1.7633 -0.13 -0.08 -0.31 0.1891
H -2.0710 -1.9109 -1.4832 -0.01 0.05 0.04 0.1900
H -2.1258 -1.3175 0.2607 0.07 0.00 -0.09 0.1941
```
Positions in Å, forces in eV/Å.


[12]
Molecular formula: C5H9NO
Method: DFT, ωB97M-V with the def2-TZVPD basis set

Properties
HOMO energy (eV): -9.40
Gap between HOMO and LUMO (eV): 10.2

XYZ file:
```
16
Properties=species:S:1:pos:R:3:forces:R:3:nbo_charge:R:1
C 3.5304 0.5766 -0.0547 1.35 2.05 0.50 -0.2701
C 3.3682 -0.4634 -0.6035 -0.87 -3.48 -1.08 -0.2351
C -2.6874 0.9932 -0.2339 -0.82 1.56 0.36 -0.7232
C -1.8307 -0.2365 -0.2330 2.62 -2.58 1.41 0.6719
C 0.5366 -0.8616 0.5222 -2.48 -4.14 -2.21 -0.4289
H 3.9529 1.5150 0.3061 -0.69 -0.75 -0.16 0.2438
H 3.0979 -1.5066 -0.9726 0.77 2.32 0.63 0.2573
H -2.2641 2.0572 0.1157 -0.49 -2.71 -0.85 0.2227
H -3.4999 0.7168 0.4505 0.02 0.33 -0.11 0.2491
H -3.1637 1.1148 -1.2141 0.16 0.07 0.16 0.2468
H -0.3645 1.0371 0.4355 -0.08 -1.19 -0.86 0.3814
H -0.2730 -1.8331 0.9657 2.94 2.57 -1.32 0.2175
H 1.0865 -1.2683 -0.5863 -1.26 0.84 4.10 0.2037
H 1.1743 -0.4894 1.3671 -0.46 -0.28 -1.37 0.2255
N -0.4504 0.0856 0.0164 -1.46 1.63 1.09 -0.6518
O -2.2132 -1.4374 -0.2810 0.74 3.76 -0.30 -0.6105
```
Positions in Å, forces in eV/Å.